a) # C4H12NS

A gas-phase ion, C4H12NS (charge +1) (ωB97M-V/def2-TZVPD, the OMol25 dataset).

Structure (XYZ):
```
18
Properties=species:S:1:pos:R:3:nbo_charge:R:1
S -1.11454 -0.82260 0.27303 0.184
N 1.35032 0.64128 1.59369 -0.688
C 1.19125 0.36084 -0.93354 -0.438
C -2.11784 -0.02586 -1.00650 -0.743
C 0.43492 -0.93333 -0.69744 -0.550
C 1.28989 1.33284 0.27389 -0.227
H -3.13850 -0.08562 -0.61802 0.253
H -1.93291 1.03817 -1.17027 0.219
H 1.24114 1.26625 2.38903 0.445
H 2.20526 0.16379 -1.28375 0.236
H 0.20613 -1.39126 -1.66088 0.255
H 0.68164 0.93133 -1.71166 0.243
H 2.22686 0.13608 1.72216 0.435
H 0.38468 1.93715 0.29360 0.230
H 1.03175 -1.68393 -0.16703 0.227
H -2.03667 -0.54364 -1.95670 0.235
H 2.14554 1.99734 0.21100 0.237
H 0.55327 -0.01960 1.61942 0.449
```

**LUMO**: -3.4816 eV
**Gap between HOMO and LUMO**: 9.5 eV
**E_HOMO**: -0.476 hartree
**Total charge**: +1
**SMILES string**: CSCCC[NH3+]


b) # C4H12NS

3 unconnected molecules or ions with the total composition C4H12NS (ωB97M-V/def2-TZVPD, the OMol25 dataset).

Structure (XYZ):
```
18
Properties=species:S:1:pos:R:3:nbo_charge:R:1
S 0.35659 0.41175 -1.46540 0.188
N -4.85867 0.86144 -0.27213 -1.054
C 1.80935 -0.74372 2.68277 -0.309
C 2.94002 -0.77717 0.41132 -0.666
C -1.12972 0.13345 -0.51693 -0.138
C 1.77372 -0.60588 1.33555 -0.115
H -0.14438 0.89723 -2.65912 0.231
H -1.62049 1.15683 -0.49965 0.233
H 3.11134 0.19995 -0.14146 0.225
H -5.51940 0.11293 -0.05097 0.384
H -1.61041 -0.58683 -1.09718 0.248
H 2.69651 -0.98403 3.18823 0.219
H -5.24370 1.53699 -0.95605 0.388
H 0.77306 -0.37196 0.78198 0.134
H -3.95074 0.49425 -0.46014 0.334
H 2.71279 -1.42946 -0.39604 0.234
H 0.90276 -0.61063 3.24092 0.214
H 3.83769 -1.07343 0.92446 0.249
```

**LUMO**: -9.5465 eV
**Gap between HOMO and LUMO**: 3.5 eV
**E_HOMO**: -0.480 hartree
**Total charge**: +1


c) # C4H12NS

2 unconnected molecules or ions with the total composition C4H12NS (ωB97M-V/def2-TZVPD, the OMol25 dataset).

Structure (XYZ):
```
18
Properties=species:S:1:pos:R:3:nbo_charge:R:1
S 1.97931 -2.11551 -0.81600 0.288
N -0.89559 0.33242 0.61615 -0.710
C -1.28330 1.60522 -0.03991 -0.087
C 1.25615 -1.83218 0.80094 -0.804
C -1.31719 2.72334 0.65191 -0.312
C 0.97826 -1.00067 -1.81001 -0.787
H 0.19478 -2.05889 0.94654 0.193
H 1.49860 -0.85534 1.23357 0.192
H 1.10841 0.05000 -1.51470 0.194
H -0.38878 0.52844 1.47966 0.446
H -1.54944 3.66187 0.16985 0.257
H -1.00816 2.74278 1.69168 0.218
H -0.24885 -0.16428 -0.00273 0.475
H -0.08800 -1.25240 -1.76035 0.196
H 1.75521 -2.55695 1.44919 0.274
H -1.70894 -0.24056 0.84678 0.451
H 1.25876 -1.05250 -2.85998 0.274
H -1.54125 1.48522 -1.08259 0.242
```

**LUMO**: -3.5362 eV
**Gap between HOMO and LUMO**: 8.8 eV
**E_HOMO**: -0.452 hartree
**Total charge**: +1


d) # C4H12NS

A molecular structure, C4H12NS (ωB97M-V/def2-TZVPD, the OMol25 dataset).

Structure (XYZ):
```
18
Properties=species:S:1:pos:R:3:nbo_charge:R:1
S -2.51358 0.02951 0.29890 -0.218
N -0.51500 1.91526 -0.20136 -0.748
C -0.36075 0.52467 -0.67379 0.106
C 1.16723 -0.05062 1.24167 -0.602
C 0.40336 -1.64383 -0.47071 -0.632
C 0.79819 -0.25927 -0.20393 -0.377
H -0.27248 -2.22612 0.21955 0.245
H -0.05765 2.05110 0.76606 0.464
H -1.55480 2.15823 -0.18174 0.480
H -0.18796 -1.83964 -1.40311 0.232
H -0.64881 0.49325 -1.74505 0.247
H 1.25012 0.97879 1.41330 0.172
H 1.60490 -0.06617 -0.93366 0.260
H -2.69137 -1.19774 -0.14889 0.162
H 0.18499 -0.38768 1.82207 0.242
H 1.28664 -2.41423 -0.46294 0.252
H 2.13723 -0.52787 1.56761 0.273
H -0.03026 2.46235 -0.90400 0.443
```

**LUMO**: -5.0342 eV
**Gap between HOMO and LUMO**: 8.7 eV
**E_HOMO**: -0.503 hartree
**Total charge**: +1


Q: Which of them is the least stable? A: b).


a) # C4H12NS

A gas-phase ion, C4H12NS (charge +1) (ωB97M-V/def2-TZVPD, the OMol25 dataset).

Structure (XYZ):
```
18
Properties=species:S:1:pos:R:3:nbo_charge:R:1
S -0.51582 1.41770 -1.25430 -0.071
N -1.26062 -0.79922 0.54067 -0.710
C 0.48482 -1.22205 2.26477 -0.636
C 0.12025 -0.37172 1.07128 -0.031
C 1.13383 -0.52362 -0.06115 -0.449
C 0.86173 0.20353 -1.38018 -0.518
H 1.24292 -1.61049 -0.23270 0.226
H 0.31455 -2.26029 2.03803 0.217
H 1.52860 -1.03153 2.49399 0.255
H -0.03688 -0.96720 3.18436 0.244
H -0.76420 1.47831 -2.56807 0.172
H 1.72750 0.75434 -1.71854 0.249
H -1.38872 -1.80692 0.65197 0.435
H 0.00823 0.68681 1.30804 0.231
H 2.11658 -0.28122 0.30560 0.257
H 0.62966 -0.49453 -2.16982 0.233
H -1.34500 -0.47733 -0.42986 0.452
H -2.00561 -0.29086 1.02591 0.444
```

**LUMO**: -3.2370 eV
**Gap between HOMO and LUMO**: 10.3 eV
**E_HOMO**: -0.496 hartree
**Total charge**: +1
**SMILES string**: C[C@H]([NH3+])CCS


b) # C4H12NS

2 unconnected molecules or ions with the total composition C4H12NS (ωB97M-V/def2-TZVPD, the OMol25 dataset).

Structure (XYZ):
```
18
Properties=species:S:1:pos:R:3:nbo_charge:R:1
S 1.59502 -0.40599 -2.35579 -0.047
N -0.89328 1.38039 1.10160 -0.388
C 0.91396 -1.67075 -1.19515 -0.513
C -0.77585 2.22804 2.31155 -0.435
C 0.09087 1.06878 0.33339 0.138
C -0.56383 -2.01042 -1.38847 -0.633
H -1.14140 -1.07341 -1.51756 0.181
H -0.18986 1.67415 3.03040 0.244
H 2.79841 -0.52872 -1.73590 0.142
H -0.11537 0.54748 -0.57185 0.247
H 1.49703 -2.58290 -1.32192 0.242
H -0.10832 3.05155 2.05861 0.243
H 1.15233 -1.27082 -0.17808 0.182
H -1.77773 0.91825 1.00001 0.438
H -1.78593 2.48534 2.61145 0.253
H -1.01038 -2.57173 -0.55138 0.233
H -0.76022 -2.64036 -2.27487 0.247
H 1.07455 1.40113 0.64397 0.227
```

**LUMO**: -5.2802 eV
**Gap between HOMO and LUMO**: 7.3 eV
**E_HOMO**: -0.463 hartree
**Total charge**: +1


c) # C4H12NS

2 unconnected molecules or ions with the total composition C4H12NS (ωB97M-V/def2-TZVPD, the OMol25 dataset).

Structure (XYZ):
```
18
Properties=species:S:1:pos:R:3:nbo_charge:R:1
S -1.31835 -0.43321 -0.73017 0.180
N 0.34193 0.73204 1.94119 -0.586
C 0.46111 -0.48033 -1.10508 -0.529
C 0.96260 0.84919 -1.62941 -0.614
C -1.42857 -2.03805 0.09367 -0.739
C -0.06581 1.81545 1.41754 0.164
H -1.11613 2.05647 1.31700 0.253
H 0.61654 -1.23695 -1.87457 0.240
H 1.34055 0.56834 2.04822 0.441
H -1.07525 -2.84932 -0.53730 0.241
H 0.98544 -0.84579 -0.21902 0.184
H -2.47610 -2.19288 0.33892 0.251
H 0.66711 1.68549 -0.99257 0.172
H 0.52290 1.05584 -2.60233 0.243
H -0.87610 -2.03430 1.03266 0.183
H 2.04460 0.86575 -1.72032 0.236
H -0.26757 -0.07945 2.04653 0.450
H 0.68111 2.56171 1.17502 0.232
```

**LUMO**: -5.4385 eV
**Gap between HOMO and LUMO**: 7.1 eV
**E_HOMO**: -0.460 hartree
**Total charge**: +1


d) # C4H12NS

A gas-phase ion, C4H12NS (charge +1) (ωB97M-V/def2-TZVPD, the OMol25 dataset).

Structure (XYZ):
```
18
Properties=species:S:1:pos:R:3:nbo_charge:R:1
S 1.36678 1.06485 -0.49935 0.178
N 0.81948 -1.82946 0.43798 -0.692
C -0.83576 -0.01841 0.75364 -0.457
C 0.28324 1.06255 0.96887 -0.546
C -0.56080 -1.32052 0.00292 -0.209
C 0.07814 1.65997 -1.64472 -0.750
H -1.73532 0.32719 0.10603 0.244
H -1.27993 -2.05330 0.18427 0.238
H 0.97258 -2.77600 0.03004 0.440
H -0.27195 2.56965 -1.15043 0.237
H 0.82722 0.71287 1.88499 0.232
H 0.39993 2.14685 -2.59191 0.273
H -1.30226 -0.18900 1.71089 0.237
H -0.44946 -1.14857 -1.10183 0.232
H 1.47825 -1.18234 0.05172 0.446
H -0.68023 0.86729 -1.74672 0.207
H 0.97600 -1.96488 1.40103 0.428
H -0.08592 2.07126 1.20257 0.262
```

**LUMO**: -3.4420 eV
**Gap between HOMO and LUMO**: 9.5 eV
**E_HOMO**: -0.476 hartree
**Total charge**: +1
**SMILES string**: CSCCC[NH3+]


Q: Which of them is the least stable? A: b).


a) # CH4N2

CH4N2 in the gas phase (ωB97M-V/def2-TZVPD, the OMol25 dataset).

Structure (XYZ):
```
7
Properties=species:S:1:pos:R:3:nbo_charge:R:1
N 1.46684 -0.08521 -0.10237 -0.670
N -0.87826 -0.20712 -0.15522 -0.840
C 0.33870 0.42284 -0.01585 0.282
H -1.64544 0.42106 -0.25126 0.372
H 0.20849 1.47085 0.12155 0.141
H -1.03032 -0.90317 0.49966 0.377
H 1.53999 -1.11926 -0.09650 0.338
```

**LUMO**: 1.0603 eV
**Gap between HOMO and LUMO**: 10.8 eV
**E_HOMO**: -0.357 hartree
**SMILES string**: [H]/N=C\N


b) # CH4N2

2 unconnected molecules or ions with the total composition CH4N2 (ωB97M-V/def2-TZVPD, the OMol25 dataset).

Structure (XYZ):
```
7
Properties=species:S:1:pos:R:3:nbo_charge:R:1
N -0.57781 0.76283 -0.19401 -0.396
N -0.68743 -0.63070 0.18159 -0.462
C 0.56649 -0.06059 -0.04668 -0.132
H -0.94689 1.40434 0.99247 0.302
H 1.41967 -0.10735 0.67113 0.182
H 1.18049 -0.15027 -0.96677 0.168
H -0.95453 -1.21825 -0.63773 0.339
```

**LUMO**: 1.0413 eV
**Gap between HOMO and LUMO**: 10.7 eV
**E_HOMO**: -0.354 hartree


c) # CH4N2

CH4N2 in the gas phase (ωB97M-V/def2-TZVPD, the OMol25 dataset).

Structure (XYZ):
```
7
Properties=species:S:1:pos:R:3:nbo_charge:R:1
N 0.80406 -0.98146 0.52234 -0.716
N -0.98535 0.31261 -0.09850 -0.815
C 0.36061 0.08318 -0.02449 0.271
H 1.81246 -0.91834 0.47347 0.334
H 0.97949 0.88871 -0.41363 0.148
H -1.39173 1.03677 -0.63860 0.387
H -1.57954 -0.42148 0.17941 0.391
```

**LUMO**: 1.0800 eV
**Gap between HOMO and LUMO**: 10.3 eV
**E_HOMO**: -0.340 hartree
**SMILES string**: [H]/N=C/N


Q: Which of them is the least stable? A: b).


a) # C12H12F4O12

4 unconnected molecules or ions with the total composition C12H12F4O12 (ωB97M-V/def2-TZVPD, the OMol25 dataset).

Structure (XYZ):
```
40
Properties=species:S:1:pos:R:3:nbo_charge:R:1
F -5.96776 2.18687 1.58275 -0.322
F 6.96680 -0.92244 -2.95589 -0.347
F 0.16395 -2.22997 1.12765 -0.359
F -1.47748 1.29340 2.11177 -0.365
O -3.16694 0.35195 -1.25360 -0.564
O 1.48164 -0.62975 -2.57395 -0.564
O 1.79400 3.74520 3.04417 -0.534
O 0.28923 2.74066 4.36803 -0.474
O 0.68697 -0.73593 -0.46527 -0.486
O 4.53106 -1.36482 -4.66382 -0.477
O 5.35927 0.46693 -3.69316 -0.488
O -4.93786 1.28136 -0.20419 -0.480
O 4.57593 0.57835 -5.80818 -0.549
O -3.78804 -0.34765 0.78593 -0.502
O 0.69202 1.89916 2.34331 -0.477
O -0.25686 -1.96150 -2.06408 -0.469
C -0.31408 1.09483 2.84579 0.430
C -1.08293 -2.12798 -0.92549 -0.141
C -0.36151 -1.37255 0.17581 0.428
C -4.62513 0.23002 1.81191 -0.133
C -3.89241 0.43185 -0.32146 0.977
C 4.73973 -1.69727 -3.31162 -0.134
C 4.78984 -0.04112 -4.82704 0.973
C 0.70894 -1.06694 -1.79217 0.979
C 5.64647 -0.58663 -2.81336 0.433
C -0.52440 1.59042 4.26962 -0.133
C -5.63142 1.01266 0.99214 0.445
C 1.00118 2.89311 3.22647 0.969
H 5.46356 -0.24649 -1.79867 0.170
H 5.19014 -2.68015 -3.19651 0.210
H -1.02938 -0.69950 0.70822 0.172
H -5.09760 -0.55447 2.39512 0.211
H -2.07639 -1.72392 -1.10535 0.224
H -3.97756 0.85548 2.42240 0.215
H -0.27316 0.84160 5.02447 0.203
H -0.04806 0.04830 2.72734 0.174
H 3.82043 -1.68422 -2.71929 0.207
H -6.55135 0.48063 0.75631 0.159
H -1.57312 1.82867 4.45367 0.210
H -1.24769 -3.17814 -0.67979 0.210
```

**LUMO**: 0.0043 eV
**Gap between HOMO and LUMO**: 11.0 eV
**E_HOMO**: -0.405 hartree
**SMILES string**: O=C1OC[C@@H](F)O1.O=C1OC[C@@H](F)O1.O=C1OC[C@@H](F)O1.O=C1OC[C@@H](F)O1


b) # C12H12F4O12

4 unconnected molecules or ions with the total composition C12H12F4O12 (ωB97M-V/def2-TZVPD, the OMol25 dataset).

Structure (XYZ):
```
40
Properties=species:S:1:pos:R:3:nbo_charge:R:1
F -5.04306 -2.30141 4.01232 -0.355
F 5.79241 -0.61717 0.21487 -0.331
F 1.25291 -0.79688 1.21708 -0.335
F -1.78756 0.58254 -4.76034 -0.326
O -1.87977 1.41700 2.37406 -0.560
O -0.98962 3.52173 -3.24064 -0.477
O 3.24308 -0.11189 -1.56231 -0.493
O -0.02598 1.53925 -3.59722 -0.495
O -2.20063 -4.42363 5.45876 -0.546
O -3.47355 -2.56433 5.59102 -0.492
O 1.23275 3.34604 -3.07816 -0.554
O -0.34442 1.65773 0.73171 -0.476
O -0.92479 -0.38283 1.41573 -0.502
O -2.32802 -2.98139 3.72702 -0.485
O 2.84192 -2.20299 -2.26309 -0.556
O 4.91925 -1.57611 -1.62216 -0.485
C -3.96191 -1.67993 4.60896 0.427
C -1.41590 1.28050 -3.65459 0.446
C 0.18497 2.85425 -3.31505 0.970
C 0.15394 0.75579 -0.23787 -0.133
C -2.62049 -3.43305 4.97980 0.968
C -2.03597 2.66556 -3.69609 -0.136
C 3.58780 -1.38245 -1.85416 0.976
C -2.81077 -1.64301 3.64015 -0.128
C 0.11812 -0.59322 0.49113 0.439
C -1.12957 0.95124 1.58679 0.973
C 5.49476 -0.42046 -1.09354 0.437
C 4.40609 0.64785 -1.26993 -0.133
H 1.19110 1.00215 -0.45219 0.232
H -2.91440 2.79688 -3.07024 0.215
H 4.28415 1.20005 -0.33784 0.216
H -2.29062 2.93553 -4.72179 0.212
H -0.06354 -1.41089 -0.19864 0.180
H -0.39088 0.60056 -1.16702 0.180
H 4.63046 1.36960 -2.05316 0.206
H 6.39081 -0.16197 -1.65586 0.164
H -1.65260 0.63413 -2.81013 0.149
H -3.05363 -1.36334 2.62211 0.222
H -2.04655 -0.94751 3.99548 0.202
H -4.34027 -0.76393 5.04503 0.184
```

**LUMO**: 0.1073 eV
**Gap between HOMO and LUMO**: 11.3 eV
**E_HOMO**: -0.413 hartree
**SMILES string**: O=C1OC[C@@H](F)O1.O=C1OC[C@@H](F)O1.O=C1OC[C@@H](F)O1.O=C1OC[C@@H](F)O1


c) # C12H12F4O12

4 unconnected molecules or ions with the total composition C12H12F4O12 (ωB97M-V/def2-TZVPD, the OMol25 dataset).

Structure (XYZ):
```
40
Properties=species:S:1:pos:R:3:nbo_charge:R:1
F 8.70278 1.77551 14.05686 -0.350
F 11.56198 2.86448 19.59902 -0.327
F 11.25235 2.56946 9.97363 -0.319
F 8.01881 1.66442 10.63445 -0.357
O 8.53195 2.94752 20.71829 -0.478
O 10.53094 2.48897 21.54342 -0.492
O 7.19434 0.48763 16.38739 -0.475
O 10.90269 3.97220 12.91207 -0.470
O 10.09534 4.34502 10.91139 -0.483
O 6.62678 3.18375 9.79199 -0.486
O 6.52874 1.43979 14.49663 -0.494
O 8.87430 3.14007 22.92698 -0.549
O 5.16416 2.98599 8.04802 -0.555
O 5.25209 1.48189 9.66319 -0.489
O 5.30365 -0.23120 15.43253 -0.538
O 8.84319 4.88195 12.69125 -0.603
C 6.91283 2.43135 10.92513 0.429
C 7.64880 2.16465 14.84238 0.422
C 5.70767 2.57238 9.02571 0.968
C 11.34635 3.74707 10.61520 0.443
C 5.63713 1.55159 11.04114 -0.128
C 9.86040 4.42424 12.22158 0.982
C 6.22047 0.52119 15.45609 0.966
C 11.88620 3.48863 12.02828 -0.137
C 9.22756 2.33259 19.65654 -0.136
C 7.90601 1.73490 16.25617 -0.142
C 10.62814 2.07023 20.17747 0.438
C 9.27857 2.93833 21.82864 0.968
H 8.96845 1.51934 16.36656 0.217
H 12.81324 4.00276 12.28187 0.206
H 11.89379 4.44913 9.98564 0.169
H 4.94805 2.18414 11.60534 0.194
H 7.63445 2.45867 17.02380 0.200
H 12.03470 2.41330 12.13001 0.216
H 7.55829 3.24012 14.66093 0.193
H 9.17650 2.97206 18.77895 0.210
H 5.69157 0.51499 11.35557 0.231
H 10.88343 1.01334 20.18527 0.168
H 8.75166 1.35741 19.53332 0.199
H 7.23476 3.07185 11.74599 0.188
```

**LUMO**: 0.0075 eV
**Gap between HOMO and LUMO**: 11.1 eV
**E_HOMO**: -0.407 hartree
**SMILES string**: O=C1OC[C@@H](F)O1.O=C1OC[C@@H](F)O1.O=C1OC[C@@H](F)O1.O=C1OC[C@@H](F)O1


Q: Which of them is the least stable? A: c).